ORCA calculation (wB97M-V/def2-TZVPD) on a 17-piece molecular cluster, C20H74O27 overall at a distorted geometry.

Results
**2S+1**: 1
**HOMO-LUMO gap**: 9.93 eV
**Lowest unoccupied orbital energy**: 0.2 eV

Geometry (Å):
O -3.2761 -1.1310 2.8506
H -3.1251 -0.1666 3.0426
H -3.9303 -1.1723 2.1777
O 3.3458 -2.4796 -0.9153
H 2.7807 -3.0467 -1.4350
H 4.2870 -2.7302 -0.9951
O 2.6227 0.4020 0.5071
H 2.5756 -0.5178 0.3151
H 2.0585 0.4578 1.3196
O -0.1457 5.0308 -1.1653
H 0.7551 5.0004 -1.4966
H 0.1139 5.4192 -0.3240
O -0.1170 -2.1796 0.9049
H -0.3765 -2.1486 1.8335
H 0.8340 -2.3695 0.9268
O 1.8817 -3.9686 -2.7385
H 1.4761 -3.5915 -3.5438
H 1.0167 -4.0138 -2.2903
O -3.6924 3.3706 1.6936
H -3.1659 3.8441 1.0470
H -4.4538 3.2634 1.1222
C -1.8329 -3.8982 -1.9297
C -2.8017 -2.7237 -1.5161
O -2.9840 -2.7797 -0.0700
O -0.5849 -3.8361 -1.3036
H -1.7511 -3.8950 -3.0009
H -2.4694 -4.7923 -1.6948
H -3.7070 -2.9568 -2.0376
H -2.3817 -1.7411 -1.7997
H -2.4188 -2.0354 0.1697
H -0.6372 -3.7652 -0.3267
C -2.4848 2.3648 4.4388
C -1.8035 1.6413 5.4678
O -2.4828 0.4673 5.9541
O -2.4976 1.5359 3.2522
H -1.9042 3.2759 4.1601
H -3.5165 2.6143 4.7560
H -1.5866 2.2818 6.3311
H -0.7790 1.3250 5.1906
H -2.3506 -0.1593 5.2199
H -2.8907 2.1066 2.5018
C 2.1198 2.5031 3.8208
C 1.8271 1.0608 4.0956
O 0.9494 0.5832 3.1069
O 3.3224 2.7654 4.6121
H 1.3007 3.1387 4.1471
H 2.3943 2.7247 2.7830
H 1.4258 1.0123 5.1578
H 2.8306 0.4657 4.0584
H 0.8451 -0.3520 3.4249
H 4.0682 3.0313 4.0844
C 2.8291 0.2802 -2.6850
C 2.3086 0.6643 -4.1198
O 1.1142 1.4330 -4.1841
O 3.1101 1.4841 -1.8664
H 3.7384 -0.2101 -2.8429
H 2.0200 -0.2698 -2.1822
H 2.0033 -0.2592 -4.5279
H 3.0883 1.1641 -4.6719
H 1.2803 2.3447 -3.9144
H 2.8841 1.2541 -0.9560
C 3.5918 4.5230 -2.5187
C 3.7009 5.3175 -1.2916
O 3.4388 4.4627 -0.1355
O 2.3682 3.7799 -2.6304
H 4.4414 3.8771 -2.5307
H 3.7498 5.1952 -3.3856
H 3.1051 6.2572 -1.2400
H 4.7024 5.6245 -1.1966
H 2.6480 3.9441 -0.3662
H 2.6215 2.8466 -2.3561
C -0.5897 -4.5518 3.2271
C -1.2094 -3.4869 4.1113
O -0.7235 -2.2261 3.7208
O 0.8684 -4.5379 3.4153
H -0.9162 -4.3893 2.2071
H -1.0412 -5.5667 3.4253
H -0.7320 -3.6699 5.0822
H -2.3213 -3.4778 4.2587
H -1.5003 -1.7671 3.4134
H 1.2817 -4.5057 2.4777
C -0.8819 0.7266 -0.6964
C -0.8958 2.0061 -1.4969
O -1.7326 2.9781 -0.8160
O -0.1913 -0.3107 -1.2933
H -1.9761 0.3924 -0.5210
H -0.4164 0.9496 0.3280
H -1.2973 1.8150 -2.4960
H 0.1086 2.4016 -1.6324
H -1.1855 3.7813 -0.8761
H -0.0464 -0.9326 -0.5226
C -4.6603 2.5720 -3.0351
C -4.5185 1.1986 -3.7244
O -3.2562 0.6287 -3.2896
O -4.3383 2.4056 -1.6472
H -5.7281 2.9801 -3.0712
H -4.0067 3.3426 -3.4857
H -4.4634 1.1417 -4.8372
H -5.3348 0.5798 -3.3301
H -3.2821 0.5336 -2.3303
H -3.4003 2.6104 -1.5495
C -0.5358 -1.3848 -5.1246
C -1.8950 -2.0039 -5.5806
O -2.8681 -1.9303 -4.5601
O -0.1255 -1.8781 -3.8241
H -0.5511 -0.3006 -5.0972
H 0.2543 -1.5283 -5.8466
H -1.6923 -3.0486 -5.8321
H -2.2563 -1.4635 -6.4626
H -2.8629 -1.0572 -4.0981
H -0.5619 -1.4519 -3.0738
C 3.5786 -3.0494 3.6380
C 3.8490 -3.1041 2.2034
O 2.5800 -3.3544 1.5426
O 2.5727 -2.1704 4.0115
H 4.4179 -2.7162 4.2004
H 3.5116 -4.0385 3.9946
H 4.5722 -3.9103 1.9511
H 4.2150 -2.1311 1.8108
H 2.8688 -3.2433 0.5835
H 1.8883 -2.8049 4.2590